The following is a DFT calculation (the ωB97M-V functional and the def2-TZVPD basis) of C26H62N8O11SSb as an isolated structure.

Its HOMO energy is -3.6 eV. The value obtained for the max |F| is 2.255 eV/A. Its multiplicity is 1. Its HOMO-LUMO gap is 5.35 eV. The lowest unoccupied orbital energy comes out at 1.743 eV. The net charge is -1.

```
109
C26H62N8O11SSb the ωB97M-V functional and the def2-TZVPD basis
C -2.895 -1.335 0.325
C -2.454 -2.584 0.564
Sb -0.345 -2.985 1.094
S 0.231 -1.876 -1.092
C -0.837 -3.988 2.994
C 0.301 -4.451 3.865
O 0.084 -4.876 4.962
O 1.668 -3.437 1.276
C 2.068 -4.543 0.523
C 1.805 -5.910 1.182
O -0.123 -1.169 1.926
C 0.582 -1.107 3.131
C -0.314 -1.021 4.416
C -1.795 -0.707 4.154
C -2.659 -1.330 5.320
H -3.146 -0.983 -0.676
H -2.977 -0.626 1.143
H -3.136 -3.429 0.459
H -0.535 -4.515 0.271
H 0.844 -2.836 -1.817
H -1.522 -3.430 3.626
H -1.391 -4.887 2.709
H 1.357 -4.380 3.569
H 1.647 -4.543 -0.490
H 3.158 -4.462 0.419
H 2.106 -5.893 2.226
H 2.435 -6.660 0.701
H 0.757 -6.174 1.075
H 1.323 -1.900 3.291
H 1.161 -0.173 3.106
H 0.086 -0.223 5.036
H -0.163 -1.939 4.980
H -2.003 0.358 4.129
H -2.156 -1.200 3.260
H -2.046 -1.963 5.957
H -3.062 -0.543 5.951
H -3.433 -1.980 4.916
O -5.798 -1.716 1.555
C -6.647 -2.277 0.900
N -6.974 -3.584 1.129
C -7.404 -1.591 -0.213
H -7.669 -4.081 0.604
H -6.481 -4.065 1.863
H -6.692 -1.251 -0.963
H -7.934 -0.733 0.196
H -8.127 -2.254 -0.691
O -0.339 0.497 -4.300
C 0.861 0.724 -4.340
N 1.768 0.077 -3.585
C 1.448 1.775 -5.257
H 2.749 0.301 -3.641
H 1.457 -0.644 -2.943
H 1.021 2.747 -5.006
H 1.195 1.522 -6.288
H 2.532 1.840 -5.169
O 4.555 1.032 -3.180
C 5.704 1.342 -3.431
N 6.531 0.502 -4.113
C 6.293 2.665 -3.013
H 7.482 0.727 -4.336
H 6.159 -0.387 -4.402
H 6.241 2.746 -1.928
H 5.709 3.470 -3.462
H 7.333 2.768 -3.323
O 4.410 5.230 -4.402
C 3.291 5.546 -4.781
N 2.790 5.102 -5.959
C 2.380 6.445 -3.985
H 1.873 5.336 -6.300
H 3.373 4.497 -6.513
H 2.866 7.408 -3.840
H 2.187 5.990 -3.017
H 1.429 6.606 -4.488
O 0.117 4.993 -7.457
C -0.722 4.438 -8.149
N -1.129 3.176 -7.877
C -1.364 5.105 -9.340
H -1.816 2.688 -8.420
H -0.717 2.709 -7.082
H -0.588 5.372 -10.057
H -1.871 6.010 -9.009
H -2.088 4.458 -9.833
O -0.994 0.596 7.048
C -0.427 1.604 7.409
N 0.171 2.438 6.511
C -0.334 2.017 8.860
H 0.650 3.280 6.771
H 0.124 2.185 5.537
H 0.175 1.233 9.418
H -1.340 2.144 9.256
H 0.214 2.951 8.989
O -0.132 7.099 -2.331
C -1.245 7.406 -2.708
N -1.745 6.948 -3.889
C -2.156 8.308 -1.909
H -2.660 7.180 -4.228
H -1.161 6.341 -4.442
H -1.667 9.270 -1.769
H -2.339 7.852 -0.937
H -3.114 8.470 -2.405
O 2.373 -9.540 7.292
C 1.826 -8.966 6.367
N 1.587 -9.603 5.187
C 1.372 -7.530 6.436
H 1.140 -9.162 4.404
H 1.877 -10.562 5.106
H 2.232 -6.894 6.636
H 0.651 -7.423 7.244
H 0.906 -7.200 5.510
```

Löwdin atomic charge list, values in e, 6 entries: -0.156 -0.352 1.152 0.318 -0.251 -0.365